Entry P
{"formula": "C44H97F6N8O2P2", "method": "ωB97M-V with the def2-TZVPD basis set", "total_charge": 5, "homo_energy_ev": -17.3, "spin_multiplicity": 1, "gap_ev": 8.764, "symbols": ["H", "C", "H", "H", "H", "H", "H", "H", "H", "C", "C", "C", "H", "H", "O", "H", "H", "C", "H", "C", "C", "H", "C", "H", "H", "F", "H", "H", "H", "C", "H", "H", "H", "H", "C", "H", "H", "C", "H", "C", "C", "C", "C", "F", "H", "H", "H", "H", "H", "H", "C", "C", "C", "F", "C", "H", "H", "C", "H", "H", "C", "H", "H", "H", "C", "H", "H", "N", "H", "H", "H", "H", "H", "H", "C", "C", "H", "N", "H", "H", "C", "C", "H", "H", "H", "H", "C", "C", "H", "H", "H", "H", "H", "N", "H", "H", "C", "H", "C", "N", "H", "H", "H", "H", "H", "N", "C", "H", "F", "H", "C", "H", "C", "H", "C", "C", "H", "H", "P", "C", "F", "C", "N", "H", "H", "H", "H", "H", "H", "H", "H", "H", "H", "H", "H", "C", "C", "C", "H", "H", "C", "H", "H", "H", "H", "N", "C", "C", "H", "F", "P", "N", "H", "H", "O", "C", "H", "H", "H"], "xyz": [[5.448, -2.189, 4.571], [-6.508, -5.773, 8.688], [9.100, 2.702, -4.266], [-6.553, -0.686, 6.458], [5.953, 1.828, 4.270], [7.400, 0.522, -4.232], [-5.264, 0.385, 5.920], [4.768, 0.692, 6.898], [6.040, -0.151, -13.220], [-4.648, -1.728, 6.464], [-11.915, 3.189, -1.323], [2.897, 0.198, -6.535], [2.211, 0.231, -4.402], [6.203, 0.912, -11.047], [-13.510, 4.752, -2.106], [-4.095, -6.178, 1.284], [3.450, 0.655, 4.832], [-5.346, 6.264, 4.848], [4.418, -1.248, -6.250], [7.224, -1.389, -6.533], [7.671, 1.502, -6.174], [6.290, -1.513, 5.862], [5.206, 0.439, -7.443], [-6.456, 7.409, 3.338], [0.172, 6.139, 6.384], [-3.707, 2.211, 1.532], [-2.115, -6.593, 3.945], [5.386, -0.627, 7.771], [-1.662, 6.340, 7.831], [-9.549, 3.964, -0.319], [6.605, -0.353, 3.439], [2.227, -0.074, 5.760], [-10.026, 4.637, 0.393], [6.538, -1.308, -9.564], [7.951, 2.302, -2.315], [8.388, 1.356, -1.994], [10.464, -3.644, -4.494], [8.688, -1.808, -6.065], [-4.455, -3.486, -0.038], [-9.611, 2.079, -1.999], [-2.789, 6.011, 4.861], [-5.490, 7.445, 3.841], [7.369, 1.521, -4.667], [-1.631, 1.750, 2.624], [-6.914, -6.679, 8.237], [9.409, -1.348, -6.740], [8.717, 0.694, -8.708], [8.857, -3.614, -7.166], [2.548, -0.421, -7.361], [-11.942, 4.076, -3.323], [-0.357, 5.783, 5.500], [-6.666, -4.705, 6.332], [-12.157, 4.360, -2.293], [-2.884, 1.296, -0.409], [2.048, -0.279, -5.352], [-8.707, 1.817, -1.450], [2.597, -2.298, 6.831], [3.080, -0.326, 5.130], [0.097, -5.415, 1.791], [4.778, 0.168, -5.343], [-3.090, -5.780, 1.280], [-12.170, 2.184, -1.658], [8.506, 3.009, -1.699], [-6.164, -3.103, 4.859], [5.742, -0.162, 4.077], [-5.794, -0.943, 4.883], [5.318, -1.257, -11.899], [-5.354, -2.968, 6.710], [-5.976, 6.334, 5.735], [-2.647, 6.061, 3.792], [3.502, -3.119, 5.551], [-7.227, -5.449, 5.786], [2.471, 1.175, -6.764], [-11.456, 5.172, -2.104], [8.102, 2.651, -3.831], [-0.468, -7.790, 2.935], [7.619, 3.620, -3.961], [-10.420, 2.849, -0.898], [-13.704, 5.409, -2.779], [-5.674, 5.307, 4.444], [-3.698, -4.082, -0.547], [4.520, -0.331, 7.180], [8.284, -3.854, -5.531], [2.321, -1.294, -5.064], [-4.457, 6.716, 7.491], [-9.497, 1.487, 0.586], [5.547, -1.247, 5.111], [-2.297, 6.198, 6.969], [-5.264, 8.403, 4.310], [-10.960, 2.425, 1.144], [-5.593, -6.012, 9.230], [4.287, -2.893, 7.089], [11.097, -2.934, -5.988], [4.204, -1.075, 5.946], [-4.206, -4.863, -1.112], [8.826, -1.518, -5.023], [9.013, -3.309, -6.131], [-9.499, 2.804, -2.805], [4.384, -0.160, -6.305], [-1.906, -6.110, 1.994], [-12.488, 3.291, -0.401], [-0.947, -3.581, 0.074], [6.717, -2.111, -7.173], [-4.173, -1.260, 7.327], [8.182, -1.109, -10.122], [-1.771, 6.044, 5.780], [6.841, 0.047, -11.231], [6.293, 1.663, -4.561], [-3.016, 0.217, 1.480], [-0.123, 6.302, 4.570], [-0.945, -5.330, 1.519], [-3.960, -1.787, 5.620], [-3.672, 6.428, 6.807], [-9.198, 4.580, -1.147], [7.264, -0.566, -9.898], [7.663, 0.491, -8.895], [-8.623, 3.638, 0.154], [6.875, -1.527, -12.669], [-2.284, 1.649, 1.112], [-10.453, 1.935, 0.313], [-0.912, 0.948, 0.585], [-1.822, -7.083, 3.017], [-4.030, 6.140, 5.519], [8.729, 1.240, -6.196], [-5.017, -3.278, 8.860], [2.873, -1.003, 4.301], [0.383, -7.210, 3.292], [0.998, -0.240, -5.640], [4.903, 0.076, -8.424], [-11.099, 1.081, 0.108], [-10.162, 1.176, -2.262], [7.628, 2.519, -6.565], [10.849, -4.582, -6.013], [7.758, 0.379, -11.718], [6.878, 2.274, -2.128], [-6.105, -3.604, 5.814], [-1.447, -4.341, 0.656], [-5.608, -0.649, 5.916], [-0.480, -8.689, 3.552], [7.266, 1.476, -9.142], [10.414, -3.680, -5.583], [-7.267, -5.489, 9.417], [5.019, 1.513, -7.412], [3.704, -0.422, 7.896], [6.611, -1.350, -5.633], [-6.264, -4.710, 7.681], [-5.492, -3.601, 7.945], [3.586, -2.432, 6.393], [-0.255, -8.276, 1.983], [-1.737, 3.121, 0.628], [6.936, 0.217, -7.244], [-2.773, -4.729, 0.362], [-0.219, 4.703, 5.449], [-4.747, 7.368, 3.048], [5.789, 1.049, 4.807], [6.187, -0.755, -12.325], [-3.097, -3.440, -1.192], [-2.539, -7.849, 2.718], [4.920, -0.224, 3.364]]}

---

Entry Q
{"formula": "C44H97F6N8O2P2", "method": "ωB97M-V with the def2-TZVPD basis set", "total_charge": 5, "homo_energy_ev": -18.8, "spin_multiplicity": 1, "gap_ev": 9.265, "symbols": ["C", "H", "C", "H", "H", "H", "H", "H", "N", "H", "H", "H", "H", "H", "C", "H", "H", "H", "N", "C", "H", "C", "F", "H", "F", "C", "N", "H", "H", "H", "C", "H", "H", "H", "C", "H", "H", "H", "H", "H", "C", "N", "H", "H", "H", "C", "C", "C", "C", "H", "H", "H", "H", "C", "H", "H", "C", "F", "H", "C", "H", "H", "C", "C", "H", "H", "H", "P", "O", "C", "H", "H", "H", "H", "H", "C", "C", "H", "C", "C", "C", "H", "C", "C", "C", "N", "H", "H", "N", "H", "H", "C", "C", "O", "P", "C", "C", "H", "H", "H", "C", "H", "H", "H", "H", "H", "H", "H", "H", "H", "H", "C", "N", "H", "H", "H", "F", "F", "C", "C", "N", "H", "C", "F", "H", "H", "H", "H", "H", "H", "H", "C", "H", "C", "H", "H", "H", "H", "C", "H", "C", "H", "H", "C", "H", "H", "H", "H", "H", "C", "H", "H", "H", "C", "C", "H", "H", "H", "H"], "xyz": [[6.596, 10.811, -7.639], [5.180, 9.259, -8.687], [7.284, 10.353, -9.953], [8.257, 10.797, -9.758], [5.492, 20.006, -5.509], [14.812, 15.266, -11.086], [6.229, 16.522, -13.146], [5.786, 11.170, -7.016], [6.236, 10.980, -9.111], [11.927, 16.210, -10.858], [9.951, 23.048, -5.769], [8.957, 17.011, -11.776], [2.203, 21.013, -3.905], [12.992, 11.471, -7.549], [11.359, 10.286, -10.065], [8.762, 18.512, -7.212], [7.552, 14.476, -18.078], [7.429, 9.293, -9.753], [11.651, 8.129, -10.384], [4.977, 10.132, -9.306], [14.418, 18.968, -11.614], [17.170, 11.741, -4.760], [10.162, 15.807, -9.093], [7.269, 13.638, -13.163], [11.241, 13.827, -9.557], [8.184, 19.283, -6.695], [15.728, 11.954, -4.875], [8.315, 15.031, -12.847], [11.433, 11.333, -9.816], [9.639, 11.399, -11.885], [3.911, 20.317, -6.932], [2.002, 20.998, -6.364], [7.053, 16.992, -5.443], [14.704, 15.487, -12.913], [13.257, 16.621, -9.265], [5.801, 14.805, -7.253], [3.620, 19.285, -7.132], [15.276, 17.825, -12.717], [6.582, 19.077, -11.209], [13.747, 15.651, -9.293], [8.231, 16.039, -15.361], [7.658, 14.931, -14.839], [8.953, 20.837, -7.946], [4.117, 10.563, -8.786], [12.510, 6.608, -9.197], [12.078, 6.746, -10.182], [12.681, 16.968, -10.623], [6.038, 12.458, -9.299], [5.392, 20.351, -6.543], [8.916, 19.624, -10.375], [13.396, 14.875, -11.977], [5.157, 12.776, -8.757], [11.545, 22.280, -5.381], [6.196, 15.450, -12.967], [12.400, 8.980, -8.589], [14.981, 17.286, -8.593], [8.508, 18.609, -10.445], [9.544, 13.875, -8.008], [11.500, 10.275, -6.287], [14.887, 12.334, -3.834], [12.791, 6.472, -10.960], [10.079, 18.334, -11.869], [10.661, 22.260, -6.015], [12.806, 17.246, -13.020], [6.582, 13.328, -15.793], [7.780, 16.443, -6.904], [4.799, 10.665, -12.496], [9.714, 14.309, -9.562], [4.728, 10.928, -11.574], [13.644, 12.385, -4.377], [8.661, 16.841, -14.784], [5.284, 14.990, -13.341], [12.394, 16.676, -8.604], [7.875, 13.899, -6.540], [7.522, 11.385, -7.578], [11.406, 11.354, -6.174], [10.093, 20.856, -6.055], [11.987, 16.540, -13.132], [4.569, 9.807, -10.726], [3.009, 21.074, -5.943], [14.229, 15.586, -11.941], [5.641, 17.161, -8.275], [6.807, 16.575, -6.417], [7.703, 14.755, -17.048], [5.905, 17.485, -7.270], [13.616, 16.938, -11.804], [6.960, 12.987, -9.048], [15.360, 12.353, -2.866], [8.206, 15.979, -16.684], [7.837, 17.491, -18.060], [17.479, 12.079, -3.775], [6.994, 18.689, -10.271], [10.497, 10.922, -12.357], [14.131, 17.672, -8.831], [6.497, 19.209, -7.455], [6.195, 15.175, -6.306], [2.819, 20.420, -4.581], [10.853, 20.114, -6.321], [11.032, 22.545, -7.006], [3.765, 20.335, -4.032], [8.686, 16.986, -17.600], [17.361, 10.673, -4.848], [11.224, 11.579, -5.124], [17.679, 12.297, -5.542], [9.231, 16.466, -18.389], [8.944, 18.038, -9.620], [8.143, 18.982, -5.647], [8.423, 18.553, -12.577], [12.399, 18.256, -12.960], [6.806, 13.259, -5.361], [7.814, 14.650, -4.925], [7.248, 14.165, -15.914], [13.731, 12.057, -5.702], [11.482, 12.458, -13.614], [10.500, 11.684, -6.685], [6.029, 12.623, -10.376], [8.178, 14.869, -9.606], [9.870, 14.867, -11.089], [7.449, 14.683, -13.404], [6.601, 19.733, -9.221], [10.987, 9.969, -11.354], [6.995, 10.526, -10.986], [8.817, 20.666, -6.875], [9.194, 12.875, -10.096], [2.335, 19.444, -4.639], [7.175, 20.653, -9.343], [15.428, 11.442, -6.918], [9.352, 17.691, -17.113], [6.555, 17.700, -10.128], [8.140, 21.446, -6.514], [11.262, 6.034, -10.303], [7.221, 14.203, -5.721], [13.436, 17.317, -13.907], [11.807, 9.163, -9.469], [5.597, 20.138, -9.402], [6.890, 9.782, -7.449], [12.565, 11.598, -12.572], [10.133, 10.453, -13.267], [15.025, 11.822, -5.995], [5.940, 21.279, -6.726], [14.747, 17.945, -11.775], [4.983, 17.575, -6.688], [15.402, 17.661, -10.959], [12.636, 12.064, -6.707], [6.173, 15.322, -11.878], [11.467, 12.828, -11.932], [10.900, 8.088, -12.396], [12.702, 12.664, -3.939], [12.476, 13.105, -6.984], [9.017, 18.104, -11.780], [5.122, 8.909, -11.023], [9.836, 20.569, -5.027], [5.335, 15.241, -5.631], [11.550, 11.994, -12.630], [11.136, 8.639, -11.499], [3.243, 22.132, -5.846], [3.742, 20.866, -7.863], [12.082, 17.876, -10.684], [3.515, 9.525, -10.756]]}

---

entry Q has the most favorable energy; the next structure is 2.445 eV above.